No. 1
Molecular formula: C13H15N
Method: DFT, wB97M-V/def2-TZVPD

Values from the calculation:
LUMO level = 0.86 eV
Energy = -15209.0887 eV
Energy above the lowest of the compared OMol25 structures with the same formula, charge and spin = 563.6 kJ/mol
E_HOMO = -8.25 eV
Frontier orbital gap = 9.11 eV

Last column: natural (NBO) charge in e.
Cartesian coordinates (Å):
C 3.83942 0.21972 -0.36665  -0.23
C 3.14370 -0.84139 -0.89248  -0.20
C 3.19258 1.11760 0.48892  -0.23
C 1.81871 -1.13807 -0.50164  -0.19
C 1.88655 0.92855 0.70503  -0.15
C 1.16540 -0.19138 0.24274  -0.11
C -0.81466 -1.67495 0.76104  0.24
C -1.99287 0.64550 -2.14758  -0.37
C -2.38017 0.81433 -0.87758  -0.22
C -0.23806 -0.34094 0.63483  0.08
C -1.63833 -2.70189 0.12928  -0.68
C -1.97371 1.69272 1.39318  -0.63
C -1.35844 1.16831 0.11462  -0.22
N -0.81315 -0.98113 1.84871  -0.33
H 4.90796 0.50670 -0.49054  0.22
H 3.69871 -1.54227 -1.66878  0.21
H 3.83935 1.97354 0.82862  0.22
H 1.38958 -1.97744 -0.79795  0.20
H 1.48429 1.72417 1.37949  0.21
H -2.54296 0.62567 -3.06692  0.20
H -0.97766 0.45777 -2.46604  0.19
H -3.37732 0.96882 -0.49530  0.21
H -0.94117 -3.46279 -0.23864  0.24
H -2.15625 -2.28823 -0.74650  0.26
H -2.26667 -3.21201 1.01243  0.24
H -1.30164 1.73559 2.19445  0.22
H -2.22569 2.67607 1.34732  0.21
H -2.83235 1.20124 1.77360  0.21
H -0.53515 1.89618 -0.09767  0.22


No. 2
Molecular formula: C23H36ClN4O18PS5
Method: DFT, wB97M-V/def2-TZVPD

Values from the calculation:
LUMO level = -1.09 eV
Energy = -143231.4080 eV
E_HOMO = -8.71 eV
Frontier orbital gap = 7.62 eV

Last column: Mulliken charge in e.
Cartesian coordinates (Å):
C 5.19603 -3.27078 2.44621  -1.38
C 5.32373 -1.77943 1.94783  0.39
N 5.72031 -1.58522 0.73632  -0.14
C 4.97061 -0.51290 2.82661  -1.02
C 4.48035 0.67678 1.90804  -0.13
C 3.18610 0.53763 1.10443  0.94
P 2.07559 -0.99355 1.04234  0.35
O 2.87623 -2.22209 0.14657  -0.46
Cl 1.79656 -1.81653 2.96751  -0.31
C 2.67399 1.63428 0.26479  -0.93
C 3.39469 2.94405 0.10847  0.32
N 3.00889 4.02313 -0.66420  -0.65
S 4.22594 5.12700 -0.33870  0.15
N 5.20559 4.28509 0.71290  -0.43
C 4.68686 3.00472 0.92948  0.81
C 5.27263 1.92980 1.83126  0.14
C 6.58373 2.10976 2.66012  -0.90
C 7.63573 3.11233 2.04251  -1.02
C 8.27712 2.58021 0.67113  -0.37
C 8.89138 1.13143 0.84656  -0.14
N 9.49701 0.65512 -0.46112  -0.37
C 8.78606 -0.59049 -0.76927  0.58
C 7.59757 -0.57139 -1.81731  -0.85
O 9.09207 -1.63124 -0.20683  -0.59
H 6.24122 -3.71223 2.40161  0.37
H 4.78541 -3.27528 3.49290  0.33
H 4.57156 -3.86995 1.72137  0.31
H 5.87765 -2.49909 0.28618  0.23
H 4.20744 -0.75164 3.63065  0.41
H 5.91739 -0.26026 3.38397  0.38
H 2.49680 -3.04362 0.52959  0.28
H 1.70245 1.50931 -0.29354  0.39
H 7.12923 1.15065 2.87704  0.24
H 6.27310 2.54424 3.66448  0.35
H 7.28755 4.17617 1.96211  0.38
H 8.51155 3.13346 2.77109  0.46
H 7.57558 2.67554 -0.19975  0.13
H 9.16534 3.26617 0.48598  0.34
H 8.08771 0.38879 1.14844  -0.05
H 9.66623 1.08415 1.67485  0.29
H 10.47577 0.45354 -0.23506  0.31
H 6.72066 0.01171 -1.42240  0.13
H 7.97143 -0.17073 -2.79846  0.39
H 7.28097 -1.64236 -1.94516  0.28
C -1.56850 -3.77037 1.71864  -0.35
C -2.85592 -3.78133 0.91432  -0.43
O -2.75934 -2.64571 0.05106  -0.23
S -1.20749 -2.40454 -0.33593  1.07
O -0.96547 -2.99981 -1.60568  -0.58
O -0.87663 -1.04747 -0.03993  -0.38
O -0.55607 -3.35412 0.79900  -0.28
H -1.61402 -3.03854 2.52930  0.27
H -1.33016 -4.75049 2.12942  0.33
H -3.74091 -3.71136 1.54447  0.33
H -2.92483 -4.67603 0.28978  0.31
C -2.29325 2.03580 -1.25781  -0.24
C -3.74518 2.39837 -1.50378  -0.30
O -4.13691 3.14802 -0.34977  -0.29
S -2.85662 3.97481 0.20241  1.07
O -2.93024 5.30370 -0.30106  -0.54
O -2.70003 3.68267 1.58623  -0.55
O -1.71886 3.18331 -0.62693  -0.29
H -2.20708 1.19000 -0.57086  0.19
H -1.76418 1.80546 -2.18152  0.34
H -4.37758 1.52006 -1.62702  0.34
H -3.84966 3.04578 -2.37859  0.28
C -6.70568 1.13649 0.29038  -0.17
C -7.66735 1.38992 1.43537  -0.32
O -8.88179 0.74401 1.04399  -0.33
S -8.52645 -0.55992 0.15841  1.06
O -8.55957 -1.70317 1.00606  -0.57
O -9.25804 -0.48650 -1.06170  -0.46
O -6.98045 -0.19883 -0.14227  -0.27
H -6.90048 1.81297 -0.54603  0.22
H -5.66492 1.23104 0.59721  0.21
H -7.83426 2.45106 1.61114  0.32
H -7.31671 0.92012 2.35811  0.31
C -10.64772 -1.80057 -3.67051  -0.26
C -12.16202 -1.87370 -3.72287  -0.31
O -12.49436 -1.64022 -5.09316  -0.32
S -11.31855 -2.23431 -6.03182  1.10
O -11.71233 -3.52697 -6.48129  -0.53
O -10.89271 -1.20817 -6.92093  -0.54
O -10.20014 -2.41993 -4.87976  -0.30
H -10.30205 -0.76434 -3.66977  0.28
H -10.23942 -2.31787 -2.80413  0.27
H -12.63636 -1.13418 -3.08006  0.30
H -12.51957 -2.87141 -3.45362  0.31


No. 3
Molecular formula: C2H23NO9
Method: DFT, wB97M-V/def2-TZVPD

Values from the calculation:
LUMO level = -0.01 eV
Energy = -22364.3265 eV
SMILES = C=CN.O.O.O.O.O.O.O.O.O
Energy above the lowest of the compared OMol25 structures with the same formula, charge and spin = 48.8 kJ/mol
E_HOMO = -9.38 eV
Frontier orbital gap = 9.38 eV

Last column: natural (NBO) charge in e.
Cartesian coordinates (Å):
C 0.50949 -1.56893 -2.83322  -0.52
C 0.47220 -0.28182 -2.41709  0.00
N 0.74061 0.81730 -3.23453  -0.83
H 0.89451 -1.73924 -3.84059  0.20
H 0.30288 -2.33952 -2.11090  0.21
H 0.37678 -0.08047 -1.35401  0.18
H 0.54997 0.59531 -4.20834  0.37
H 0.08868 1.55715 -2.99240  0.38
H 3.01009 1.04168 -2.03685  0.49
H 2.89955 1.20739 -0.42808  0.49
O 3.48283 1.09431 -1.18402  -0.98
H 0.56441 -2.33979 1.09955  0.47
H 0.96313 -3.46359 2.20208  0.48
O 0.27436 -2.95739 1.77643  -0.96
H -0.11839 1.48419 0.11052  0.48
H -0.16598 2.78331 1.03987  0.50
O -0.60871 2.27769 0.35472  -0.97
H 3.09732 -2.16885 -1.34746  0.47
H 3.78321 -1.00662 -0.67094  0.50
O 3.54764 -1.93303 -0.51894  -0.97
H 0.01525 2.33961 3.14635  0.45
H -1.31137 1.76001 3.46184  0.49
O -0.87626 2.62666 3.39022  -0.94
H -1.94291 -1.30575 2.58647  0.48
H -1.76497 -0.03549 1.76438  0.49
O -1.56162 -0.41947 2.63908  -0.98
H 1.94635 -1.26280 0.83494  0.50
H 1.12528 -0.39023 1.93181  0.50
O 1.62904 -0.39493 1.11193  -1.00
H -2.50558 1.50514 0.52481  0.50
H -3.82444 1.63938 1.42858  0.50
O -3.12409 1.06599 1.11583  -0.99
H -4.24260 -0.39996 -0.80451  0.47
H -3.24557 -0.59775 -1.86133  0.46
O -4.20639 -0.56110 -1.76509  -0.93